Entry 1:
Computed, not measured: one molecule with the formula C16H13ClO3, with ωB97M-V/def2-TZVPD.

Geometry as XYZ:
```
33
Properties=species:S:1:pos:R:3:forces:R:3:mulliken_charge:R:1
C -2.970006 -3.307748 -0.959832 -0.08 0.03 -0.02 -1.57
C -2.450007 -1.977359 -1.411711 0.04 -0.01 0.13 0.18
C -2.615623 -1.570780 -2.739214 0.17 0.23 0.16 -0.57
C -2.135419 -0.359683 -3.175272 0.05 0.15 -0.07 -0.77
C -1.470957 0.503517 -2.298848 -0.02 -0.27 0.33 0.13
O -1.006173 1.654645 -2.789405 0.09 0.25 -0.03 -0.66
C -1.325006 0.127273 -0.941886 -0.09 0.08 -0.62 0.42
C -0.667728 1.047325 -0.024049 -0.08 0.13 0.26 1.46
O -0.107187 2.071403 -0.399976 -0.06 0.04 0.00 -0.79
C -0.665389 0.719024 1.463805 -0.12 0.01 -0.08 -1.09
C 0.521536 -0.198319 1.698123 -0.20 0.19 0.19 0.24
O 0.420013 -1.394461 1.780707 0.09 -0.05 -0.01 -0.56
C 1.830242 0.518950 1.692807 0.44 -0.09 0.12 0.16
C 2.700801 0.303984 0.629476 -0.05 0.03 0.12 -0.31
C 3.900006 0.987957 0.554306 0.02 -0.03 -0.05 -0.76
C 4.250787 1.880975 1.553006 -0.03 -0.02 0.00 -0.39
C 3.408674 2.086368 2.631638 -0.07 0.03 0.03 -0.59
C 2.201954 1.409965 2.694171 0.11 -0.11 -0.26 0.63
Cl 1.176683 1.641326 4.071357 -0.08 0.04 0.17 -0.21
C -1.818042 -1.122915 -0.534799 -0.07 0.01 -0.22 -0.24
H -2.567893 -3.569799 0.014949 0.00 -0.08 0.07 0.37
H -4.057570 -3.281795 -0.889198 -0.07 -0.09 0.04 0.32
H -2.701190 -4.085643 -1.671636 0.00 -0.12 0.01 0.37
H -3.122236 -2.225314 -3.433561 -0.05 -0.07 -0.10 0.42
H -2.247456 -0.046258 -4.201188 -0.02 0.04 -0.12 0.43
H -0.543125 2.137746 -2.064810 -0.09 -0.23 -0.07 0.38
H -0.522168 1.655238 2.001732 -0.05 -0.06 -0.08 0.61
H -1.589030 0.232670 1.769289 0.06 -0.01 0.03 0.54
H 2.417940 -0.397171 -0.141598 -0.02 -0.07 -0.08 0.43
H 4.560756 0.821745 -0.282293 0.06 -0.01 -0.08 0.39
H 5.186183 2.416476 1.498936 0.08 0.05 0.00 0.38
H 3.679755 2.768337 3.422201 0.01 0.04 0.09 0.42
H -1.673124 -1.447681 0.482773 0.02 -0.01 0.13 0.22
```
Positions in Å, forces in eV/Å.

Computed properties:
HOMO-LUMO gap: 8.35 eV
Maximum force: 0.63 eV/Å
LUMO level: -0.2 eV
Total energy: -1303.43707 Ha
SMILES: Cc1ccc(O)c(C(=O)CC(=O)c2ccccc2Cl)c1


Entry 2:
Computed, not measured: C16H13F3I2N2O4S as an isolated structure, with ωB97M-V/def2-TZVPD.

Geometry as XYZ:
```
41
Properties=species:S:1:pos:R:3:forces:R:3:mulliken_charge:R:1
C 6.155510 0.556016 0.534145 1.39 -0.99 -0.98 -1.04
C 5.564027 -0.261983 -0.701745 -3.48 -0.06 0.61 0.24
I 6.854824 -1.089121 -2.284168 -0.43 0.96 1.64 0.04
C 4.165865 -0.495727 -0.816141 1.94 0.58 0.72 -0.70
I 3.421484 -1.635370 -2.553763 -0.13 0.90 1.45 0.05
C 3.054854 -0.038613 0.212638 -0.03 -0.59 1.48 0.15
C 2.987753 -0.460612 1.582579 -0.71 0.38 -1.73 0.62
S 4.268150 -1.573084 2.307816 -1.02 0.35 -0.12 -0.21
C 1.777654 0.030654 2.541386 -0.69 0.84 1.29 -0.05
O 1.922288 0.332612 3.747858 -0.29 -1.44 -4.21 -0.54
C 0.350677 0.151438 1.794819 -1.80 0.17 -1.90 0.54
C -1.004927 -0.192198 2.446868 0.14 1.42 -3.73 -0.65
C -2.299643 -0.029807 1.579210 2.75 0.73 -1.78 0.58
C -3.750319 -0.402522 2.140911 0.51 2.08 -0.47 -0.66
O -3.878186 -1.760072 2.648778 1.10 -1.01 -2.77 -0.31
C -3.475384 -2.730967 1.705461 -0.80 -1.82 1.29 0.80
F -4.209309 -3.924803 2.020629 1.82 2.86 -0.87 -0.26
F -2.104023 -3.090464 1.894634 -3.32 1.09 -1.15 -0.21
F -3.790831 -2.428453 0.364693 1.28 -0.58 3.10 -0.22
C -2.218980 0.496428 0.099842 3.29 -0.47 1.73 -0.23
C -0.846614 0.854812 -0.583780 0.10 -1.44 4.49 -0.72
C 0.430471 0.645482 0.298133 -2.30 -0.39 0.55 0.50
C 1.887747 0.941321 -0.334005 -0.11 1.27 -0.56 0.06
O 2.096029 1.861811 -1.160067 -0.71 -3.54 2.78 -0.53
H 5.375345 0.981017 1.246474 0.94 -0.54 -1.30 0.32
H 6.866096 1.350507 0.095315 -1.28 -1.01 0.86 0.36
H 6.835573 -0.178714 1.117004 -1.13 1.21 -0.82 0.30
H 3.595295 -2.411482 3.214393 0.06 1.28 -1.00 0.19
H -1.082229 -0.562794 3.518360 0.24 0.57 -1.64 0.37
H -4.001633 0.294628 3.028279 0.40 -1.40 -1.36 0.36
H -4.514939 -0.185991 1.299939 1.23 -0.55 1.41 0.30
H -3.141298 0.643744 -0.549545 1.33 -0.24 1.23 0.27
H -0.769988 1.243550 -1.660295 -0.19 -0.68 2.00 0.27
C -3.278644 1.763692 -3.348514 -0.04 0.15 0.17 0.72
O -3.191969 2.070101 -2.166731 -0.09 0.01 -0.26 -0.62
N -3.339760 2.685695 -4.338852 -0.01 0.68 -0.23 -0.47
N -3.320562 0.475400 -3.768943 0.01 -0.72 0.15 -0.35
H -3.410866 2.455871 -5.313360 0.02 -0.01 0.10 0.15
H -3.311145 3.654864 -4.066048 0.00 -0.18 -0.06 0.22
H -3.277144 -0.240527 -3.061543 0.00 0.09 -0.18 0.22
H -3.391248 0.203663 -4.732664 0.02 0.04 0.08 0.17
```
Positions in Å, forces in eV/Å.

Computed properties:
HOMO-LUMO gap: 7.57 eV
Maximum force: 4.72 eV/Å
LUMO level: -1.3 eV
Total energy: -2320.91314 Ha


Entry 3:
Computed, not measured: C16H13F5N5O2RhS as an isolated structure, with ωB97M-V/def2-TZVPD.

Geometry as XYZ:
```
43
Properties=species:S:1:pos:R:3:forces:R:3:mulliken_charge:R:1
Rh -0.124904 0.460912 0.177444 0.05 -0.07 -0.18 -0.88
N -2.425010 2.181065 3.993172 0.09 0.03 0.03 -0.57
C -1.448251 1.859842 3.052830 -0.18 0.06 -0.07 0.56
S -1.456910 3.088629 1.781183 0.04 -0.17 0.10 -0.23
N -0.804703 0.770214 3.219460 -0.02 -0.03 0.10 -1.33
N 0.033963 0.312015 2.243720 -0.02 0.09 -0.06 1.19
C 0.978980 -0.528638 2.666037 -0.02 0.03 0.07 -1.02
C 1.836118 -1.083757 1.714302 0.06 -0.07 -0.01 1.12
C 2.929657 -1.932707 2.021268 -0.04 0.03 0.02 -1.19
C 3.699792 -2.437681 1.017780 0.02 -0.02 -0.02 -0.12
C 3.406242 -2.106798 -0.325327 -0.01 0.02 0.01 -0.92
C 2.350856 -1.270892 -0.573505 0.03 -0.03 -0.02 -0.24
N 1.569803 -0.768426 0.399502 0.08 0.09 -0.01 0.23
H -2.460726 3.157553 4.247773 -0.03 0.01 0.00 0.23
H -2.371080 1.574455 4.800004 0.00 -0.01 0.00 0.27
H 1.077918 -0.728378 3.725039 0.00 0.00 -0.01 0.33
H 3.133683 -2.160894 3.058775 0.00 0.00 0.00 0.40
H 4.534497 -3.086405 1.248518 0.00 0.00 -0.01 0.41
H 3.993256 -2.488627 -1.146649 0.01 0.00 0.00 0.41
H 2.095160 -0.987133 -1.585257 -0.03 0.02 0.01 0.41
C -1.335630 -2.449939 0.623015 0.02 -0.08 -0.11 -0.52
O -2.364214 -1.460241 0.365459 0.07 0.05 0.11 -0.28
C -1.996047 -0.249739 0.156980 -0.27 -0.16 -0.10 1.02
C -3.152291 0.654879 -0.072839 0.07 0.08 0.03 -1.43
H -0.727027 -2.135777 1.466809 -0.03 0.02 0.02 0.20
H -0.726019 -2.554432 -0.273496 -0.01 0.00 0.03 0.24
H -1.864501 -3.371958 0.839230 -0.01 0.01 0.00 0.34
H -3.971521 0.122813 -0.554379 -0.02 0.00 0.01 0.43
H -2.848543 1.529377 -0.645863 -0.03 -0.04 -0.02 0.31
H -3.474212 1.015869 0.909386 -0.03 -0.03 0.02 0.37
F 1.968408 1.838111 -1.547933 -0.01 -0.04 0.00 -0.43
C 1.050997 1.325785 -2.387142 0.12 0.05 -0.07 0.68
C -0.017250 0.609415 -1.872043 -0.01 0.01 0.13 0.22
C -0.878025 0.089807 -2.813346 -0.09 -0.05 -0.10 0.62
F -1.960475 -0.632640 -2.423013 0.06 -0.01 -0.04 -0.38
C -0.717981 0.255427 -4.181201 0.03 0.02 0.08 -0.16
F -1.584690 -0.283533 -5.042777 -0.02 0.01 -0.04 -0.30
C 0.359792 0.984492 -4.647493 0.00 0.00 0.07 0.74
F 0.540234 1.159262 -5.955885 0.00 0.00 -0.02 -0.31
C 1.256758 1.527057 -3.739617 -0.05 -0.03 0.01 0.10
F 2.304550 2.224291 -4.182041 0.00 0.00 -0.01 -0.30
O -0.105096 3.426453 -0.307142 0.16 0.26 -0.32 -0.58
N -0.305559 2.550872 0.549263 0.01 -0.02 0.36 0.38
```
Positions in Å, forces in eV/Å.

Computed properties:
HOMO-LUMO gap (alpha / beta): 6.05 / 6.41 eV
⟨S²⟩: 6.03
Maximum force: 0.45 eV/Å
LUMO level (alpha / beta): 0.0 / -2.0 eV
Total energy: -2049.57244 Ha
Multiplicity: 5


Entry 4:
Computed, not measured: C16H13N3O2RuS2 as an isolated structure, with ωB97M-V/def2-TZVPD.

Geometry as XYZ:
```
37
Properties=species:S:1:pos:R:3:forces:R:3:mulliken_charge:R:1
Ru -0.708286 -0.769684 -0.001289 -0.07 -1.33 -0.02 0.76
O 4.199114 4.918316 0.085211 0.84 0.41 0.05 -0.59
N 3.017414 4.781516 -0.004589 -0.24 -1.01 0.02 1.09
O 2.188514 5.645816 -0.098489 -0.23 0.76 -0.08 -0.62
C 2.530814 3.370516 -0.001589 0.47 -0.68 0.00 -0.77
C 3.486614 2.400316 -0.003789 -0.13 0.59 0.00 -0.67
C 3.150114 1.017616 -0.003289 -0.88 -0.21 0.00 1.02
C 4.102214 -0.018884 -0.003189 -0.37 -0.32 0.00 -0.39
C 3.659214 -1.325384 -0.001289 0.08 0.28 0.00 -1.02
C 2.287614 -1.592484 -0.001589 0.09 -0.20 0.00 0.06
N 1.369414 -0.634884 -0.002289 0.22 0.47 -0.01 -0.33
C 1.784514 0.659416 -0.001889 0.85 0.25 0.00 0.08
C 0.781214 1.677216 0.000911 0.52 1.01 -0.01 0.26
N -0.506186 1.261416 0.002111 -0.10 0.19 0.00 -0.42
C -1.487386 2.149316 0.003911 -0.21 0.42 0.00 -0.05
C -1.234586 3.521016 0.008111 0.16 -0.23 0.01 -1.06
C 0.065014 3.972616 0.009311 -0.46 0.33 0.00 -0.10
C 1.130514 3.054516 0.001811 -0.16 -0.77 -0.01 0.76
H 4.531814 2.685316 -0.005189 -0.08 0.07 0.00 0.59
H 5.156814 0.211316 -0.003689 0.11 0.02 0.00 0.52
H 4.356814 -2.148284 0.000111 0.01 -0.06 0.00 0.44
H 1.930414 -2.617784 -0.001089 0.06 0.11 0.00 0.31
H -2.505686 1.773116 0.002211 0.13 0.04 0.00 0.31
H -2.060786 4.213716 0.011211 -0.06 0.05 0.00 0.44
H 0.269914 5.035316 0.011411 -0.09 -0.24 0.01 0.64
C -4.904586 -2.884884 0.000011 -0.30 0.03 -0.01 -1.54
C -3.453186 -2.609284 -0.000389 -0.68 4.11 -0.03 0.87
S -2.960586 -0.943784 -0.004589 -1.53 -1.69 0.03 -0.24
C -2.471386 -3.574184 0.000411 4.30 -0.73 0.03 0.73
C -2.728886 -5.024684 -0.000289 -0.14 -0.43 0.00 -1.25
S -0.799086 -3.069284 0.003711 -2.12 -1.10 0.00 -0.20
H -5.473586 -1.958784 -0.000089 -0.03 -0.03 0.00 0.47
H -5.191086 -3.469184 0.877411 0.06 -0.05 0.05 0.40
H -5.191286 -3.468684 -0.877689 0.06 -0.05 -0.04 0.40
H -3.789986 -5.252784 -0.000789 -0.04 -0.04 0.00 0.37
H -2.265886 -5.492984 0.870711 -0.03 0.02 0.04 0.37
H -2.265586 -5.492484 -0.871489 -0.03 0.02 -0.04 0.37
```
Positions in Å, forces in eV/Å.

Computed properties:
HOMO-LUMO gap (alpha / beta): 5.95 / 5.94 eV
Charge: +2
Maximum force: 4.36 eV/Å
LUMO level (alpha / beta): -9.8 / -9.8 eV
Total energy: -1822.82462 Ha


Entry 5:
Computed, not measured: one molecule with the formula C16H13N5OS, with ωB97M-V/def2-TZVPD.

Geometry as XYZ:
```
36
Properties=species:S:1:pos:R:3:forces:R:3:mulliken_charge:R:1
N -2.201630 -3.633708 -0.081432 0.07 -0.37 -0.01 -0.57
C -2.309355 -2.489246 -0.059374 0.07 -0.56 -0.01 -0.10
C -2.393597 -1.094296 -0.028406 0.37 1.14 0.02 -1.04
C -1.276180 -0.284895 -0.002716 -0.25 0.10 0.02 0.65
N 0.031642 -0.709358 -0.005056 -0.14 -0.19 -0.01 0.00
C 1.067674 0.192413 0.021298 0.17 -0.10 0.00 0.70
O 0.840656 1.386746 0.045387 0.35 -0.10 -0.01 -0.73
C 2.398495 -0.405430 0.019255 0.48 0.15 0.00 0.45
C 2.781900 -1.756443 0.043578 0.25 0.47 -0.01 -0.24
N 4.094929 -1.911979 0.039214 0.14 -1.28 0.02 -1.56
N 4.605627 -0.690919 0.011666 -0.72 1.06 -0.01 0.90
C 5.909024 -0.357533 -0.003415 0.50 0.28 -0.01 0.12
C 6.230300 0.969055 -0.031967 -0.09 -0.32 0.01 -0.75
C 5.179765 1.913598 -0.045273 0.01 -0.11 0.00 0.02
N 3.918914 1.583435 -0.030761 -0.13 0.76 -0.01 -0.48
C 3.615498 0.295133 -0.001163 -0.24 -0.83 0.01 -0.25
S -1.667215 1.391086 0.038420 -0.90 -0.26 -0.02 -0.23
C -3.370769 0.999917 0.018950 0.39 -0.28 0.03 0.72
C -3.605005 -0.335588 -0.012485 0.00 0.25 -0.04 0.59
C -4.979183 -0.925377 -0.046330 -0.09 0.02 0.08 -0.60
C -6.011524 0.121645 0.369945 -0.01 -0.06 -0.25 -0.86
C -5.768568 1.433446 -0.373553 0.03 0.05 0.24 -0.77
C -4.431977 2.045101 0.051799 -0.12 0.15 -0.04 -0.67
H 0.195226 -1.705419 -0.029984 0.02 0.11 -0.01 0.15
H 2.165147 -2.634496 0.067651 -0.10 -0.20 0.01 0.53
H 6.621575 -1.168525 0.007877 -0.04 -0.06 0.00 0.45
H 7.258818 1.286814 -0.044749 0.09 -0.03 0.00 0.37
H 5.390558 2.973100 -0.068964 0.12 0.11 0.00 0.46
H -5.191968 -1.274212 -1.062571 -0.04 -0.07 0.04 0.31
H -5.026710 -1.797807 0.610117 -0.02 -0.02 -0.06 0.41
H -5.935052 0.299926 1.444594 -0.04 -0.01 0.07 0.33
H -7.015922 -0.249660 0.160251 -0.01 0.00 0.07 0.35
H -5.753310 1.238893 -1.447846 -0.03 0.03 -0.07 0.31
H -6.575899 2.138341 -0.168967 0.00 0.02 -0.07 0.33
H -4.515185 2.446357 1.067507 -0.04 0.08 -0.04 0.29
H -4.162431 2.876159 -0.603524 -0.05 0.06 0.03 0.40
```
Positions in Å, forces in eV/Å.

Computed properties:
HOMO-LUMO gap: 7.75 eV
Maximum force: 1.29 eV/Å
LUMO level: -0.2 eV
Total energy: -1364.73168 Ha
SMILES: N#Cc1c(NC(=O)c2cnn3cccnc23)sc2c1CCCC2


Entry 6:
Computed, not measured: C16H14AsBrF6LiN2S as an isolated structure, with ωB97M-V/def2-TZVPD.

Geometry as XYZ:
```
42
Properties=species:S:1:pos:R:3:forces:R:3:mulliken_charge:R:1
Li -0.954506 -0.059039 -0.423085 0.01 -0.46 0.32 0.97
Br 1.345131 0.836735 1.758887 0.09 0.19 -0.10 -0.13
C -0.045025 1.804197 2.603406 0.50 0.09 0.14 0.55
C 0.347949 2.763849 3.495592 -0.02 -0.27 -0.26 -0.70
C -0.613989 3.476737 4.217808 -0.33 -0.02 0.05 -0.58
C -1.939112 3.188064 4.047502 0.11 0.16 0.13 -0.91
C -2.368074 2.210558 3.126676 0.37 -0.25 -0.31 0.98
C -3.731839 1.895474 2.967749 -0.21 -0.10 -0.11 -0.86
C -4.136258 0.950680 2.071760 -0.04 0.26 0.05 -0.71
C -3.189806 0.280516 1.267324 0.31 -0.53 -0.36 -0.47
C -1.876940 0.577909 1.408099 -0.72 0.33 0.76 -0.24
C -1.398053 1.500858 2.341815 0.30 0.33 0.43 0.40
H 1.399689 2.956063 3.642151 0.04 0.00 0.01 0.42
H -0.286705 4.230389 4.916888 -0.07 0.09 0.08 0.39
H -2.694130 3.704551 4.621234 -0.06 0.10 0.06 0.36
H -4.452642 2.418071 3.580560 -0.07 0.01 0.04 0.37
H -5.179082 0.696734 1.962678 -0.11 0.02 -0.01 0.39
H -3.527273 -0.471902 0.567822 -0.03 -0.11 -0.04 0.44
F 0.293483 0.993863 -1.200796 -0.26 0.17 -0.67 -0.54
As -0.556657 0.986221 -2.811378 0.30 0.11 0.04 2.12
F -1.386917 -0.473966 -2.133039 0.39 0.50 -0.52 -0.56
F -1.394545 0.753434 -4.290766 0.15 0.22 0.37 -0.47
F -1.838620 1.893903 -2.045427 0.42 -0.28 -0.36 -0.47
F 0.232512 2.440538 -3.288165 -0.27 -0.47 0.12 -0.46
F 0.797970 0.031394 -3.377844 -0.68 0.22 0.19 -0.46
C 4.446181 -1.804733 -0.675133 0.08 0.03 0.04 -1.46
C 3.046596 -2.069227 -1.100993 -0.03 -0.20 -0.51 0.92
C 2.663931 -2.431487 -2.367497 0.03 0.08 0.27 -0.81
C 1.293399 -2.671447 -2.611467 0.37 0.16 0.29 0.98
N 0.403384 -2.579387 -1.648878 -0.22 -0.20 -0.53 -0.32
C 0.764378 -2.216597 -0.426703 0.27 -0.33 0.54 -0.38
S -0.334265 -2.142564 0.828167 -0.62 0.17 0.60 -0.17
N 2.090948 -1.970446 -0.153429 -0.02 0.19 -0.34 -0.04
C 0.779536 -3.024291 -3.957826 -0.06 0.07 -0.16 -1.25
H 5.128386 -1.897321 -1.513834 0.03 0.03 -0.03 0.36
H 4.740568 -2.516759 0.095992 0.03 -0.04 0.02 0.36
H 4.532287 -0.804764 -0.251139 0.03 0.08 -0.02 0.34
H 3.387404 -2.512784 -3.161372 0.11 0.00 -0.01 0.35
H 2.329686 -1.643262 0.778102 -0.19 -0.22 -0.12 0.30
H 1.581423 -3.126513 -4.681446 0.04 -0.03 -0.10 0.36
H 0.099552 -2.230748 -4.275412 0.06 -0.04 -0.01 0.27
H 0.200043 -3.943503 -3.904584 -0.01 -0.06 0.02 0.35
```
Positions in Å, forces in eV/Å.

Computed properties:
HOMO-LUMO gap (alpha / beta): 8.15 / 6.71 eV
⟨S²⟩: 0.76
Maximum force: 1.10 eV/Å
LUMO level (alpha / beta): -0.2 / -1.7 eV
Total energy: -6542.47543 Ha
Multiplicity: 2